1.
C19H16CdN4O4S2Te as an isolated structure at a distorted geometry. Source: the OMol25 dataset; level of theory: wB97M-V/def2-TZVPD.

Summary:
- Net charge: -2
- Highest occupied orbital energy: -0.615 eV
- Frontier orbital gap: 4.437 eV
- Total energy: -2485.69746 hartree
- Relative energy (zero: lowest compared OMol25 entry of this formula, charge and spin): 462.6 kJ/mol
- Spin multiplicity: 1

Structure (XYZ):
```
47
Properties=species:S:1:pos:R:3:mulliken_charge:R:1
Te 1.534 -0.514 -5.999 -0.87
Cd 0.357 -0.619 -3.660 0.37
S 4.598 2.205 -2.529 -0.21
S -2.022 -1.600 -2.139 1.64
O -2.072 -0.856 -3.417 -0.82
O 1.657 -2.895 0.638 -0.59
O 1.899 -1.446 -1.057 -0.11
O -3.042 -2.614 -1.948 -0.84
N 0.181 0.045 -0.013 0.33
N 2.618 -0.212 0.863 0.04
N -0.527 -2.161 -2.175 -0.49
N 3.530 -0.105 -2.612 -0.26
C 0.272 -0.097 1.291 1.55
C -1.630 1.786 -0.020 -1.48
C -2.811 1.812 0.639 1.70
C -0.155 -2.790 -0.947 -0.77
C 1.160 -2.405 -0.334 0.65
C -3.223 3.056 1.395 -1.50
C -3.678 0.682 0.668 -1.33
C 3.815 1.642 -1.121 -0.61
C -2.141 -0.489 -0.819 -0.09
C 1.881 -0.481 3.169 -0.87
C 4.168 0.749 -3.345 -0.10
C -0.763 -0.100 2.301 -0.38
C -0.460 -0.278 3.619 -0.89
C 2.478 -0.426 -0.445 0.72
C 1.589 -0.331 1.814 -0.55
C -1.065 0.557 -0.667 -0.39
C -3.335 -0.405 -0.127 -0.26
C 3.310 0.394 -1.362 -0.27
C 0.863 -0.449 4.090 -0.59
H -4.282 3.019 1.658 0.36
H -1.796 -0.007 1.996 0.25
H -0.687 0.830 -1.672 0.06
H -0.125 -3.893 -1.016 0.44
H -4.040 -1.217 -0.262 0.47
H -3.051 3.958 0.803 0.35
H 2.911 -0.642 3.474 0.39
H -2.655 3.159 2.324 0.25
H 3.675 2.261 -0.255 0.44
H -1.017 2.683 -0.050 0.26
H 3.437 0.322 1.118 0.37
H -1.277 -0.298 4.335 0.41
H 4.354 0.574 -4.394 0.42
H 1.061 -0.573 5.148 0.34
H -0.862 -2.561 -0.131 0.28
H -4.634 0.728 1.173 0.19
```

2.
One molecule with the formula C15H32N2O at a distorted geometry. Source: the OMol25 dataset; level of theory: wB97M-V/def2-TZVPD.

Summary:
- Highest occupied orbital energy: -7.964 eV
- Frontier orbital gap: 8.765 eV
- Total energy: -775.43746 hartree
- Relative energy (zero: lowest compared OMol25 entry of this formula, charge and spin): 4.8 kJ/mol
- Spin multiplicity: 1

Structure (XYZ):
```
50
Properties=species:S:1:pos:R:3:mulliken_charge:R:1
O 0.660 -0.653 2.032 -0.51
N 4.157 -0.370 -0.675 0.25
N -2.800 0.772 0.093 0.33
C -3.969 1.098 -0.746 -1.11
C -2.406 -1.555 -0.871 -1.36
C 2.453 -1.718 0.741 -0.88
C -2.706 -0.688 0.413 1.62
C 4.530 0.197 -2.004 -0.95
C 5.280 -0.574 0.240 -1.05
C -0.480 1.187 0.914 -1.74
C -0.284 -0.328 1.008 1.19
C -1.610 -0.913 1.449 -1.78
C -1.577 1.603 -0.053 1.90
C 3.017 -1.326 -0.635 -0.73
C -3.989 -1.238 1.087 -2.12
C -1.033 1.508 -1.512 -1.52
C -1.891 3.075 0.283 -2.08
C 2.000 -0.498 1.568 -0.32
H -1.512 -1.105 -1.340 0.28
H -1.511 -1.993 1.689 0.37
H -4.291 -0.668 1.945 0.46
H 5.880 -1.435 -0.038 0.32
H 3.210 -2.311 1.266 0.50
H -1.831 1.459 -2.238 0.29
H -4.816 -1.211 0.389 0.49
H -3.804 -2.251 1.426 0.44
H 2.056 0.383 0.939 0.27
H 4.868 -0.704 1.223 0.29
H -4.906 0.846 -0.218 0.27
H -0.736 1.512 1.920 0.15
H -1.941 -0.420 2.385 0.24
H 3.614 0.432 -2.534 0.27
H 0.449 1.635 0.588 0.51
H -3.251 -1.514 -1.589 0.36
H 5.941 0.282 0.276 0.34
H 3.261 -2.252 -1.164 0.31
H -0.366 0.647 -1.618 0.17
H -0.004 -0.731 0.012 -0.09
H -2.204 -2.605 -0.646 0.35
H -4.021 2.159 -0.957 0.38
H 2.216 -0.845 -1.178 0.35
H -2.508 3.153 1.180 0.42
H 1.641 -2.395 0.525 0.41
H 2.700 -0.344 2.431 0.27
H 5.132 -0.559 -2.547 0.32
H -3.950 0.540 -1.698 0.36
H 5.099 1.118 -1.912 0.30
H -0.450 2.422 -1.699 0.52
H -2.361 3.537 -0.577 0.55
H -0.959 3.634 0.428 0.42
```

3.
C23H32InNO4 as an isolated structure at a distorted geometry. Source: the OMol25 dataset; level of theory: wB97M-V/def2-TZVPD.

Summary:
- Highest occupied orbital energy: -7.765 eV
- Frontier orbital gap: 7.084 eV
- Total energy: -1441.28417 hartree
- Relative energy (zero: lowest compared OMol25 entry of this formula, charge and spin): 0.0 kJ/mol
- Spin multiplicity: 1

Structure (XYZ):
```
61
Properties=species:S:1:pos:R:3:mulliken_charge:R:1
In -0.017 -1.816 0.960 2.09
O 0.559 0.296 -0.098 -0.45
O -0.104 -5.511 2.355 -0.62
O -1.059 4.835 -2.573 -0.36
O -3.400 -2.195 2.282 -0.72
N -1.578 -3.662 2.036 0.24
C 2.931 0.630 -0.760 -1.56
C -2.441 -5.604 3.107 -0.65
C 0.009 -3.921 -0.168 -0.48
C -1.232 -4.961 2.454 0.19
C 1.677 2.284 0.667 -1.62
C 0.711 -2.615 3.253 -0.47
C 1.869 -0.761 2.530 -0.41
C 0.768 1.749 -1.655 -0.58
C -2.859 -3.316 2.426 -0.04
C 1.373 -3.896 0.278 -0.71
C 1.606 1.277 -0.441 1.43
C 1.969 -2.157 2.789 -1.15
C -0.232 -1.509 3.219 -0.89
C -0.180 -2.872 -1.136 -1.09
C 2.063 -2.914 -0.500 -0.79
C 1.124 -2.299 -1.386 -0.34
C -0.294 0.789 -1.149 -0.59
C -1.625 6.469 -4.231 -0.53
C 0.508 -0.343 2.777 -0.64
C -3.522 -4.490 3.105 -0.40
C -2.169 5.536 -3.160 -0.47
C -0.210 6.777 -3.693 -0.62
C 0.153 5.478 -2.999 -0.36
H 0.137 0.669 2.864 0.58
H -1.514 5.928 -5.171 0.26
H 0.660 4.820 -3.719 0.26
H -1.103 -2.781 -1.700 0.56
H -2.910 4.821 -3.536 0.28
H 1.356 -1.703 -2.251 0.65
H -4.397 -4.788 2.502 0.26
H -0.758 -4.653 0.022 0.71
H 3.662 1.421 -0.946 0.50
H 1.790 -4.567 1.016 0.58
H 2.256 1.882 1.497 0.26
H 2.703 -0.115 2.359 0.73
H -3.808 -4.220 4.137 0.25
H -0.296 7.577 -2.958 0.28
H 0.674 2.542 1.017 0.36
H 3.128 -2.741 -0.478 0.48
H -2.732 -6.462 2.488 0.23
H 0.577 -3.618 3.599 0.69
H -1.143 1.278 -0.664 0.34
H 2.886 -0.001 -1.650 0.34
H 1.188 1.442 -2.615 0.39
H -2.162 -5.918 4.121 0.25
H -0.555 -0.007 -1.855 0.25
H 0.833 5.595 -2.144 0.30
H -2.676 6.151 -2.402 0.26
H 0.500 7.082 -4.452 0.35
H 2.827 -2.803 2.705 0.48
H 2.181 3.181 0.310 0.49
H -2.226 7.351 -4.419 0.34
H 3.320 0.046 0.080 0.13
H -1.246 -1.477 3.590 0.67
H 0.451 2.792 -1.637 0.08
```

4.
One molecule with the formula HN4P at a distorted geometry. Source: the OMol25 dataset; level of theory: wB97M-V/def2-TZVPD.

Summary:
- Highest occupied orbital energy: -10.239 eV
- Frontier orbital gap: 8.659 eV
- Total energy: -560.84192 hartree
- Relative energy (zero: lowest compared OMol25 entry of this formula, charge and spin): 67.6 kJ/mol
- Spin multiplicity: 1

Structure (XYZ):
```
6
Properties=species:S:1:pos:R:3:mulliken_charge:R:1
P 0.885 0.434 0.191 0.23
N 0.337 -1.110 0.107 -0.11
N -0.968 -1.103 0.120 -0.17
N -0.873 1.142 0.036 -0.16
N -1.530 0.092 0.113 0.04
H 2.149 0.545 -0.567 0.16
```

5.
C37H27N7S4Ta as an isolated structure at a distorted geometry. Source: the OMol25 dataset; level of theory: wB97M-V/def2-TZVPD.

Summary:
- Net charge: +3
- Highest occupied orbital energy: -15.480 eV
- Frontier orbital gap: 4.797 eV
- Total energy: -3458.34945 hartree
- Spin multiplicity: 1

Structure (XYZ):
```
76
Properties=species:S:1:pos:R:3:mulliken_charge:R:1
Ta -0.528 -0.820 -0.685 1.47
S -0.146 -0.524 -3.387 -0.03
S -1.960 -2.278 1.220 -0.01
S 1.141 -2.389 0.399 -0.19
S -2.845 -0.158 -1.542 -0.02
N 0.800 1.225 0.437 -0.17
N 4.821 -0.661 -1.328 -0.49
N -1.869 0.801 1.227 0.41
N 2.087 -0.411 -1.393 0.34
N -3.315 2.946 2.143 -0.49
N -1.394 -2.985 -1.836 0.51
N 4.425 5.746 4.429 -0.52
C 0.638 -2.616 2.069 0.83
C -1.794 -3.914 0.395 -1.14
C 2.126 1.367 0.257 0.54
C -3.029 -4.887 -3.017 -0.67
C 1.263 -3.040 4.348 -0.64
C -1.033 -2.560 3.810 -0.76
C -3.164 0.694 1.486 -0.25
C -2.039 3.072 1.879 -0.61
C -3.716 1.757 -4.977 -0.67
C -0.691 -2.477 2.469 0.62
C 1.609 -2.926 3.014 -0.90
C 2.376 5.101 3.466 -0.59
C -2.712 0.528 -3.162 0.86
C 2.260 3.164 1.885 0.80
C -1.265 1.966 1.472 -0.14
C 2.858 2.355 0.915 -1.05
C 5.070 4.838 3.738 -0.46
C -1.525 -3.030 -3.166 0.78
C -2.359 -3.954 -3.790 -1.07
C 3.020 4.101 2.728 1.01
C 4.104 -1.437 -2.111 -0.63
C 4.214 0.244 -0.603 -0.59
C -1.412 1.123 -5.121 -0.45
C 2.717 -1.309 -2.140 -0.12
C 0.190 2.059 1.294 0.19
C 2.815 0.406 -0.622 -0.31
C 4.406 3.979 2.871 -0.66
C 3.128 5.898 4.319 -0.46
C -2.846 -4.868 -1.643 -1.07
C -3.820 1.152 -3.734 -0.73
C -0.673 -2.158 -4.041 -0.87
C 0.887 2.990 2.058 -0.88
C -2.034 -3.890 -1.081 0.90
C -1.535 0.470 -3.904 -0.05
C -2.505 1.782 -5.653 -0.71
C -3.885 1.768 2.013 -0.71
C -0.049 -2.836 4.749 -0.76
H 2.668 6.668 4.922 0.40
H 4.860 0.824 0.036 0.57
H 0.362 3.553 2.810 0.76
H 3.895 2.504 0.670 0.75
H 1.316 5.282 3.389 0.45
H -3.632 -0.254 1.270 0.53
H -0.317 -2.915 5.789 0.46
H -1.170 -1.968 -4.994 0.58
H -3.325 -5.601 -1.014 0.50
H 2.625 -3.074 2.688 0.52
H -4.920 1.683 2.313 0.42
H -2.461 -3.951 -4.864 0.51
H -4.757 1.161 -3.200 0.53
H -2.406 2.292 -6.598 0.45
H -2.060 -2.424 4.112 0.49
H -0.465 1.089 -5.637 0.52
H 6.140 4.787 3.880 0.40
H -1.638 4.073 1.961 0.63
H 4.973 3.221 2.359 0.44
H 0.261 -2.687 -4.251 0.52
H 2.116 -1.972 -2.743 0.32
H 4.638 -2.171 -2.696 0.45
H -2.510 -4.581 0.877 0.57
H 2.024 -3.282 5.072 0.46
H -4.582 2.225 -5.417 0.44
H -3.674 -5.619 -3.477 0.48
H -0.778 -4.270 0.592 0.49
```